# C48H39N9O5S2Sn

C48H39N9O5S2Sn as an isolated structure at a distorted geometry (wB97M-V/def2-TZVPD, OMol25).

```
104
Properties=species:S:1:pos:R:3:mulliken_charge:R:1
Sn 0.34498 0.13991 -0.30071 1.21
O -5.11088 1.33351 -2.30625 -0.72
C -4.42199 2.40001 -2.74057 0.57
C -5.11500 3.50760 -3.23008 -0.75
C -4.43194 4.60063 -3.72895 -0.31
C -3.04592 4.63073 -3.71078 -0.80
C -2.35148 3.56004 -3.18001 -0.69
C -3.01718 2.43605 -2.70750 0.52
C -2.19819 1.32749 -2.13751 -0.07
O -0.97939 1.47519 -2.01191 -0.48
N -2.89375 0.21082 -1.86770 -0.89
N -2.19712 -0.73090 -1.23914 0.40
C -2.60439 -1.94449 -1.24619 -1.13
C -1.83622 -2.95592 -0.57506 0.97
C -2.12314 -4.31573 -0.77407 -0.98
C -1.32330 -5.26607 -0.17771 -0.22
C -0.26575 -4.84379 0.61816 -0.99
C -0.06603 -3.47835 0.76895 0.03
N -0.81934 -2.56659 0.19871 0.13
H -4.39048 0.65288 -2.04817 0.52
H -6.19531 3.49010 -3.21369 0.41
H -4.99011 5.43708 -4.13309 0.35
H -2.51152 5.48255 -4.11011 0.41
H -1.27383 3.55942 -3.11287 0.53
H -3.49459 -2.26976 -1.80143 0.22
H -2.95324 -4.60257 -1.40294 0.36
H -1.50995 -6.32306 -0.33130 0.40
H 0.38922 -5.55483 1.10080 0.41
H 0.74535 -3.09794 1.37452 0.37
C 8.63746 2.38389 0.50642 -0.96
O 7.89141 2.55990 1.67794 -0.46
C 7.52174 1.42377 2.37032 0.68
C 6.49348 1.57306 3.29845 -0.24
C 6.03819 0.49238 4.01259 0.27
C 6.61231 -0.77985 3.85118 -0.37
C 7.69049 -0.89612 2.96991 -0.51
C 8.12544 0.18325 2.22446 -0.57
N 6.25902 -1.81759 4.68915 -0.77
N 5.07174 -2.13613 4.98124 -0.51
C 3.97486 -1.79009 4.26298 0.30
C 2.77121 -1.63053 4.97506 -0.23
C 1.65513 -1.07883 4.40854 -1.00
C 1.60194 -0.68305 3.03598 0.69
O 0.64110 -0.05356 2.55452 -0.56
C 2.76764 -1.05265 2.23489 -0.75
N 2.67553 -0.87920 0.91364 1.13
C 3.68559 -1.20918 0.14756 -0.32
C 4.83287 -1.83488 0.63576 -1.24
C 4.93778 -2.05817 1.98380 -0.76
C 3.92863 -1.59132 2.84143 0.94
H 8.68957 3.36358 0.03134 0.26
H 8.15384 1.67565 -0.17294 0.38
H 9.65546 2.03439 0.71881 0.34
H 6.04358 2.54642 3.41505 0.54
H 5.23673 0.61395 4.72751 0.30
H 8.17100 -1.85595 2.84315 0.36
H 8.93396 0.03924 1.52229 0.34
H 2.79382 -1.85188 6.03545 0.37
H 0.78156 -0.87473 5.01492 0.43
H 3.57483 -1.01636 -0.90881 -0.03
H 5.60799 -2.15680 -0.04376 0.48
H 5.77071 -2.61584 2.39006 0.70
S 1.40486 -1.03741 -2.37333 -0.62
C 2.49115 0.18318 -3.01840 0.54
C 3.19345 -0.14833 -4.17516 -0.61
C 4.05067 0.73807 -4.79846 -0.51
C 4.20593 2.01235 -4.27764 -0.71
C 3.52763 2.35479 -3.12478 -0.80
C 2.69607 1.45788 -2.45522 0.13
S 2.02888 2.01423 -0.93569 -0.03
H 3.04640 -1.13805 -4.58410 0.38
H 4.58282 0.44152 -5.69491 0.32
H 4.85416 2.73313 -4.76321 0.33
H 3.62504 3.34564 -2.70322 0.47
C 4.79696 4.90644 -0.42771 -1.94
C 3.86926 4.42060 0.64664 1.15
C 2.79944 5.18838 1.08208 -1.04
C 1.98330 4.76845 2.11718 -0.72
C 2.22944 3.55238 2.74314 0.52
N 1.54765 3.12128 3.89339 0.18
C 0.48150 3.64245 4.54756 0.27
O 0.35679 3.56120 5.75907 -0.74
N -0.46899 4.33582 3.80424 -0.02
C -1.13783 3.88680 2.65993 0.01
C -2.24846 4.61405 2.23271 -0.70
C -2.99213 4.14516 1.16668 -0.80
C -2.61392 2.94624 0.58181 -0.78
N -1.54790 2.26968 0.96454 0.26
C -0.81452 2.72322 1.95802 -0.15
C 3.28641 2.76643 2.29709 0.17
C 4.08758 3.19526 1.26109 -0.48
H 4.24884 5.38470 -1.23718 0.41
H 5.36157 4.07246 -0.83709 0.37
H 5.49917 5.63300 -0.00921 0.39
H 2.59777 6.13848 0.60635 0.37
H 1.17519 5.40251 2.44600 0.47
H 2.05305 2.42829 4.43219 0.14
H -1.06726 4.88537 4.41199 0.29
H -2.52870 5.52525 2.75037 0.37
H -3.85819 4.68348 0.80799 0.45
H -3.20285 2.50700 -0.20743 0.77
H 0.02628 2.10383 2.22124 0.57
H 3.47937 1.81248 2.76573 -0.01
H 4.89796 2.56873 0.92454 0.27
```

The energy above the lowest of the compared OMol25 structures with the same formula, charge and spin comes out at 48.84 kJ/mol. The orbital gap is 5.5 eV. The total charge is -2.